# 1
Below is 2 unconnected molecules or ions with the total composition C33H34N3O, with properties calculated with wB97M-V/def2-TZVPD.

Geometry as XYZ:
```
71
Properties=species:S:1:pos:R:3:mulliken_charge:R:1
C -1.6808 2.3189 -0.0412 -1.112
C -1.9740 1.8450 -1.3866 -0.376
N -3.1515 2.1315 -1.9671 0.068
C -4.2244 2.8687 -1.3235 -0.850
C -3.1585 1.7197 -3.2941 0.517
C -1.8791 1.1965 -3.5861 0.392
C -1.5337 1.1132 -4.9294 -0.126
C -2.5099 1.3441 -5.9168 -0.895
C -3.7923 1.8061 -5.5820 -0.674
C -4.1157 2.0466 -4.2440 -0.975
C -1.1419 1.1342 -2.3016 1.429
C 0.0849 0.5507 -2.0054 -0.358
C 0.7852 -0.1193 -3.0863 0.440
C 0.1842 -1.1472 -3.8586 -0.333
C 0.7673 -1.5687 -5.0529 -0.443
C 1.9601 -0.9749 -5.5013 -0.434
C 2.6167 -0.0366 -4.6908 -0.697
C 2.0555 0.3488 -3.4782 -0.642
H -0.5890 2.3376 0.0383 0.144
H -2.0493 3.3457 0.1287 0.475
H -2.1046 1.6501 0.7255 0.413
H -5.0268 2.9807 -2.0528 0.309
H -4.5856 2.3178 -0.4454 0.325
H -3.8878 3.8653 -1.0048 0.328
H -0.4973 0.8973 -5.1834 0.494
H -2.2529 1.1759 -6.9628 0.429
H -4.5355 1.9996 -6.3578 0.399
H -5.0601 2.4739 -3.9151 0.247
H 0.6063 0.8219 -1.0845 0.625
H -0.7518 -1.5835 -3.5076 0.443
H 0.2876 -2.3599 -5.6359 0.424
H 2.3922 -1.2828 -6.4569 0.431
H 3.5721 0.3868 -5.0028 0.407
H 2.5443 1.0731 -2.8249 0.397
C -0.3752 -2.6497 1.2861 -1.038
N 0.9472 -2.1005 1.1397 0.331
C 1.1798 -0.6847 1.3328 1.202
H 0.8568 -0.1311 0.3805 -1.809
C 0.4831 -0.1036 2.5440 -0.620
C -0.0972 1.1563 2.4339 -0.466
C -0.8258 1.7071 3.4700 -0.589
C -0.8143 1.0586 4.7251 0.776
O -1.5139 1.6646 5.7190 -0.456
C -1.4911 1.0303 7.0144 -0.862
C -0.0726 -0.1380 4.9003 -0.762
C 0.5215 -0.7396 3.7963 -0.804
N 2.6254 -0.6387 1.4886 0.190
C 3.2334 0.4882 2.1603 -1.019
C 3.1477 -1.9117 1.5766 1.115
C 2.1013 -2.8214 1.3373 1.188
C 2.2133 -4.1628 1.7033 -0.970
C 3.3596 -4.5468 2.4027 -0.659
C 4.3983 -3.6360 2.6536 -0.673
C 4.3240 -2.3124 2.2153 -0.986
H -0.3494 -3.7134 1.0517 0.422
H -0.7871 -2.5166 2.2986 0.314
H -1.0414 -2.1350 0.5891 0.221
H 0.0564 1.7036 1.5093 1.100
H -1.3687 2.6480 3.3613 0.438
H -2.1639 1.6358 7.6202 0.245
H -1.8531 -0.0063 6.9524 0.356
H -0.4765 1.0450 7.4370 0.348
H 0.0297 -0.5885 5.8904 0.430
H 1.0363 -1.6918 3.9366 0.509
H 4.3175 0.3580 2.1870 0.414
H 2.9763 1.4022 1.6120 0.225
H 2.8566 0.5962 3.1934 0.309
H 1.3896 -4.8364 1.4865 0.317
H 3.4423 -5.5672 2.7755 0.381
H 5.2739 -3.9634 3.2132 0.372
H 5.1066 -1.5751 2.3940 0.290
```

As for the HOMO energy: -8.6 eV. Its charge is +1. The value obtained for the LUMO energy is -4.72 eV. The calculation puts the relative energy (zero: lowest compared OMol25 entry of this formula, charge and spin) at 0.480 eV. For the frontier orbital gap, the calculation gives 3.9 eV.

# 2
Below is a molecular structure, C33H34N6O3RuS, with properties calculated with wB97M-V/def2-TZVPD.

Geometry as XYZ:
```
78
Properties=species:S:1:pos:R:3:mulliken_spin:R:1
Ru 0.2538 0.5053 -0.2979 2.970
O -0.0276 -1.1526 -1.1987 0.237
C -0.7609 -1.4401 -2.2834 0.063
C -1.3014 -2.7297 -2.3934 0.058
C -2.0940 -2.9948 -3.5583 -0.018
C -2.3481 -2.0122 -4.5234 0.037
C -1.7780 -0.7480 -4.4086 -0.009
C -0.9960 -0.4846 -3.2906 -0.025
C -0.4356 0.8487 -3.2248 -0.009
N 0.0845 1.3716 -2.1501 0.015
C 0.3538 2.8075 -2.1283 0.003
C -0.1408 3.3077 -0.8300 -0.004
N 0.4593 2.4401 0.2304 -0.004
C 0.9518 2.8941 1.3459 0.024
C 1.3236 2.1422 2.4804 -0.027
C 1.9250 2.7983 3.5713 0.002
C 2.3432 2.0976 4.6852 0.026
C 2.0911 0.7252 4.7221 -0.009
C 1.5125 0.0538 3.6586 0.046
C 1.1524 0.7271 2.5255 0.049
O 0.6276 -0.0200 1.5087 0.211
H -1.0679 -3.4451 -1.5906 0.002
H -2.5932 -4.0017 -3.6351 0.000
H -2.8555 -2.3001 -5.4581 0.001
H -1.7895 -0.0009 -5.1981 -0.001
H -0.5188 1.4939 -4.1017 0.000
H -0.1667 3.3264 -2.9399 -0.001
H 1.4658 3.0383 -2.1842 0.002
H -1.2208 3.1078 -0.7091 -0.002
H 0.0055 4.3395 -0.6100 -0.003
H 1.1049 3.9576 1.3750 0.005
H 2.0946 3.8873 3.4391 0.000
H 2.9078 2.6181 5.4589 0.001
H 2.4122 0.2191 5.6225 0.000
H 1.3445 -1.0390 3.7429 0.000
C -5.2388 -0.1083 3.2404 0.000
N -4.1310 0.6231 2.6822 0.011
N -3.5157 0.1223 1.5300 0.012
C -2.8046 1.1224 0.9591 0.001
O -1.9689 0.9571 -0.0018 0.101
C -3.1314 2.3159 1.6474 0.016
C -3.9064 1.9467 2.6946 0.000
C -4.5881 2.7879 3.7241 0.000
C -3.1255 -1.2296 1.5201 -0.006
C -3.7915 -2.2033 0.7574 0.005
C -3.4834 -3.5364 0.9506 0.001
C -2.5578 -3.9497 1.9399 0.000
C -1.8819 -2.9215 2.7011 -0.002
C -2.1652 -1.6168 2.4255 -0.005
H -5.3478 0.0723 4.2850 0.000
H -5.0403 -1.1530 3.0101 0.000
H -6.2134 0.1307 2.8512 0.000
H -2.8096 3.3283 1.3931 -0.001
H -3.9533 3.5787 4.0239 0.000
H -4.8488 2.1845 4.5768 0.000
H -5.5602 3.1536 3.2315 0.000
H -4.5791 -1.9470 0.0958 0.000
H -4.0939 -4.2594 0.4187 0.000
H -2.4476 -4.9704 2.1520 0.000
H -1.1348 -3.1328 3.4861 0.000
H -1.5476 -0.8091 2.9160 0.001
C 7.1186 0.5548 -3.5497 0.000
C 5.9609 -0.1971 -2.9845 -0.004
C 5.8476 -1.5514 -3.0220 0.008
C 4.5994 -2.0973 -2.5517 -0.006
N 3.6888 -1.3688 -1.9044 0.003
C 3.8908 -0.0567 -1.7821 -0.030
S 2.9380 1.0710 -0.8670 0.241
N 4.9206 0.5281 -2.4391 0.016
C 4.2575 -3.5400 -2.6909 0.001
H 7.8620 0.8185 -2.7847 0.000
H 6.7652 1.4928 -3.9691 0.000
H 7.6865 -0.0305 -4.3170 0.000
H 6.5737 -2.2131 -3.4282 0.000
H 4.9802 1.5125 -2.4461 0.001
H 5.1491 -4.2129 -2.7584 0.000
H 3.6084 -3.7074 -3.5744 0.000
H 3.7005 -3.8270 -1.7936 0.000
```

The spin multiplicity is 5. As for the HOMO energy (spin up / spin down): -12.9 / -13.3 eV. Its charge is +2. The value obtained for the LUMO energy (spin up / spin down) is -5.23 / -7.36 eV. The calculation puts the relative energy (zero: lowest compared OMol25 entry of this formula, charge and spin) at 0.000 eV. For the frontier orbital gap (spin up / spin down), the calculation gives 7.7 / 5.9 eV.

# 3
Below is 2 unconnected molecules or ions with the total composition C33H34NO2, with properties calculated with wB97M-V/def2-TZVPD.

Geometry as XYZ:
```
70
Properties=species:S:1:pos:R:3:nbo_charge:R:1
C -5.8885 0.5853 3.1375 -0.259
O -5.2714 -0.5068 2.4205 -0.521
C -3.9583 -0.7660 2.6586 0.368
C -3.4126 -1.9041 2.0127 -0.301
C -2.0591 -2.1248 2.0573 -0.182
C -1.1828 -1.1273 2.5683 -0.077
C 0.2281 -1.2223 2.3093 -0.344
C 1.0944 -0.1395 2.1482 0.215
N 2.4357 -0.3366 2.1683 -0.412
C 3.0129 -1.6413 2.4415 -0.206
C 4.5064 -1.5393 2.0960 -0.412
C 4.7683 -0.0811 1.6769 -0.411
C 3.4128 0.6518 1.7366 -0.202
C 0.5939 1.2427 1.8620 -0.084
C -0.3046 1.4515 0.8023 -0.139
C -0.7741 2.7315 0.5053 -0.246
C -0.3914 3.8161 1.3068 -0.198
C 0.5040 3.6194 2.3657 -0.210
C 1.0113 2.3444 2.6287 -0.193
C -1.7514 -0.0729 3.3305 -0.199
C -3.1178 0.0999 3.4049 -0.317
H -6.9403 0.4834 2.8723 0.205
H -5.7513 0.4865 4.2243 0.186
H -5.4957 1.5545 2.8036 0.178
H -4.0865 -2.5630 1.4695 0.218
H -1.6288 -3.0412 1.6484 0.207
H 0.6279 -2.2343 2.2413 0.209
H 2.8773 -1.9279 3.4938 0.204
H 2.5476 -2.4327 1.8434 0.186
H 5.1167 -1.8113 2.9621 0.221
H 4.7467 -2.2326 1.2841 0.209
H 5.4724 0.3955 2.3682 0.218
H 5.1885 -0.0071 0.6671 0.208
H 3.1565 1.0890 0.7593 0.188
H 3.4713 1.4962 2.4367 0.193
H -0.6299 0.5927 0.2098 0.201
H -1.4504 2.8793 -0.3419 0.197
H -0.7722 4.8165 1.0893 0.220
H 0.8032 4.4568 2.9997 0.225
H 1.7053 2.1928 3.4605 0.222
H -1.0863 0.6156 3.8544 0.219
H -3.5462 0.9276 3.9732 0.221
C 4.9087 0.3568 -4.7237 -0.265
O 3.9327 1.3607 -4.3937 -0.451
C 2.7160 1.0237 -3.9023 0.422
C 1.8253 2.1125 -3.7237 -0.272
C 0.5518 1.8892 -3.2870 -0.070
C 0.0886 0.5683 -2.9926 -0.198
C -1.2685 0.4366 -2.6209 0.103
C -2.0716 -0.7304 -2.6780 -0.090
C -3.3446 -0.7163 -2.0294 -0.122
C -4.1329 -1.8537 -1.9974 -0.209
C -3.6842 -3.0437 -2.5937 -0.102
C -2.4719 -3.0612 -3.2964 -0.223
C -1.6912 -1.9135 -3.3805 -0.145
C 1.0316 -0.5030 -3.0770 -0.092
C 2.3080 -0.2925 -3.5680 -0.274
H 5.7667 0.9525 -5.0364 0.226
H 5.1679 -0.2607 -3.8547 0.192
H 4.5634 -0.2754 -5.5516 0.197
H 2.1924 3.1079 -3.9564 0.255
H -0.1431 2.7237 -3.1736 0.233
H -1.7756 1.3629 -2.3406 0.224
H -3.6747 0.2105 -1.5496 0.233
H -5.1055 -1.8184 -1.5056 0.244
H -4.2906 -3.9441 -2.5234 0.239
H -2.1402 -3.9775 -3.7866 0.239
H -0.7847 -1.9092 -3.9862 0.226
H 0.7377 -1.4991 -2.7430 0.236
H 3.0068 -1.1239 -3.6851 0.238
```

As for the HOMO energy: -8.5 eV. Its charge is +1. The value obtained for the LUMO energy is -5.37 eV. The calculation puts the relative energy (zero: lowest compared OMol25 entry of this formula, charge and spin) at 1.446 eV. For the frontier orbital gap, the calculation gives 3.1 eV.